The following is a DFT calculation (ωB97M-V/def2-TZVPD) of an isolated ion of composition C10H15NP and charge +1.

The calculation puts the total energy at -21379.004 eV. As for the HOMO-LUMO gap (alpha / beta): 6.25 / 6.62 eV. The largest force on an atom comes out at 5.33 eV/A. Its charge is +1. The energy above the lowest of the compared OMol25 structures with the same formula, charge and spin comes out at 412.50 kJ/mol.

Each line ends with the Löwdin charge.
Atoms and positions in Å:
C: 1.235 -1.329 -2.156  -0.01
C: -3.076 0.514 2.762  -0.22
H: 3.057 0.815 -2.101  0.09
H: 2.317 1.772 -1.035  0.11
H: 3.405 -0.409 -0.500  0.08
N: 0.280 0.029 -0.500  -0.07
H: -0.246 1.766 -1.518  0.11
C: -4.250 0.411 2.086  -0.60
H: 2.399 -0.250 0.939  0.09
C: 1.505 -0.223 -1.118  -0.57
H: 1.133 -2.339 -1.691  0.10
H: 1.420 1.345 -2.778  0.13
H: -1.412 1.214 -0.218  0.12
C: 2.518 -0.765 -0.001  0.01
H: 2.486 -1.860 0.007  0.09
H: -3.223 0.859 3.785  0.09
C: -0.517 0.986 -0.807  0.19
H: 0.417 -1.837 0.619  0.16
P: -5.751 0.851 2.793  0.85
H: -4.104 0.122 1.075  0.04
H: 2.087 -1.483 -2.703  0.06
C: -1.004 -0.450 1.561  0.04
H: 0.377 -1.102 -2.859  0.12
C: -1.695 0.256 2.423  -0.07
C: 2.015 1.058 -1.827  -0.03
H: -1.234 0.864 3.101  0.10
C: -0.137 -0.814 0.662  -0.04



The following is a DFT calculation (ωB97M-V/def2-TZVPD) of C10H15NS as an isolated structure.

The calculation puts the total energy at -22935.279 eV. As for the HOMO-LUMO gap: 9.56 eV. The largest force on an atom comes out at 4.85 eV/A. The energy above the lowest of the compared OMol25 structures with the same formula, charge and spin comes out at 297.78 kJ/mol.

Each line ends with the Löwdin charge.
Atoms and positions in Å:
C: 0.365 0.464 -0.811  -0.28
C: 0.742 -1.065 2.115  -0.46
H: 0.283 2.352 0.140  0.03
H: -3.047 1.195 -0.200  0.10
C: -1.188 0.107 -0.637  -0.50
C: -1.992 1.423 -0.470  -0.02
C: 1.996 -1.179 2.814  -0.05
H: 1.957 1.777 -0.299  0.11
H: -1.591 2.088 0.341  0.10
H: 0.882 2.587 -1.405  0.10
C: -0.984 -0.573 0.662  -0.50
H: -1.317 -1.794 -1.690  0.10
H: -1.605 -0.232 -2.611  0.12
H: -1.915 2.035 -1.275  0.04
C: 1.202 -0.382 -1.684  -0.05
C: -1.760 -0.802 -1.651  -0.04
H: 2.226 0.116 -1.791  0.11
N: -0.296 -1.665 2.650  -0.31
S: -1.671 -1.501 1.876  1.02
C: 0.856 1.866 -0.558  -0.07
H: 2.508 -2.110 2.467  0.10
H: -2.767 -0.853 -1.476  0.06
H: 1.301 -1.372 -1.209  0.10
C: 0.384 -0.408 0.921  -0.01
H: 1.977 -1.296 3.832  0.04
H: 2.745 -0.367 2.536  0.11
H: 0.710 -0.410 -2.588  0.05



The following is a DFT calculation (ωB97M-V/def2-TZVPD) of a 2-piece molecular cluster, C10H16 overall.

Its spin multiplicity is 2. The calculation puts the total energy at -10627.513 eV. As for the HOMO-LUMO gap (alpha / beta): 2.86 / 7.18 eV. The largest force on an atom comes out at 2.28 eV/A. Its charge is -1. The energy above the lowest of the compared OMol25 structures with the same formula, charge and spin comes out at 76.97 kJ/mol.

Each line ends with the Löwdin charge.
Atoms and positions in Å:
H: 1.341 -4.313 -0.129  0.05
C: -1.831 0.106 0.517  -0.19
H: 1.207 -1.935 1.315  0.10
C: -1.549 0.842 1.692  -0.20
H: 3.261 -2.045 0.340  0.06
H: 0.237 3.079 -2.111  0.05
C: -0.243 1.554 -0.740  -0.35
H: 0.415 -1.393 -0.007  0.06
H: -2.057 0.601 2.621  0.06
H: -2.532 -0.719 0.527  0.05
H: -0.055 1.334 -2.844  0.05
C: -0.729 1.951 1.593  -0.21
H: -0.419 2.370 2.554  0.07
H: -1.390 0.001 -1.579  0.08
H: 2.578 -0.938 -0.765  0.06
H: -0.066 -3.871 0.837  0.06
C: -1.142 0.531 -0.664  -0.17
H: 0.149 -3.555 -1.071  0.07
H: 0.647 3.144 0.545  0.05
C: 0.510 -3.619 -0.044  -0.11
H: 1.424 1.776 -2.148  0.05
C: 0.351 1.992 -2.071  -0.11
C: -0.119 2.394 0.424  -0.17
H: 2.716 -2.708 -1.142  0.06
C: 2.449 -1.954 -0.394  -0.14
C: 1.083 -2.216 0.256  -0.31



The following is a DFT calculation (ωB97M-V/def2-TZVPD) of a 2-piece molecular cluster, C10H16 overall.

Its spin multiplicity is 2. The calculation puts the total energy at -10627.777 eV. As for the HOMO-LUMO gap (alpha / beta): 2.93 / 6.97 eV. The largest force on an atom comes out at 1.69 eV/A. Its charge is -1. The energy above the lowest of the compared OMol25 structures with the same formula, charge and spin comes out at 51.53 kJ/mol.

Each line ends with the Löwdin charge.
Atoms and positions in Å:
H: 3.437 -0.387 -0.622  0.05
C: 0.635 -2.559 1.251  -0.21
C: -0.455 -2.950 0.508  -0.21
H: -2.012 1.999 -1.632  0.06
H: -1.281 -3.436 1.024  0.06
H: -1.956 3.122 1.425  0.05
H: 2.252 0.807 -1.031  0.05
H: -0.285 2.500 -1.304  0.06
H: 2.361 -1.260 1.425  0.04
H: 0.863 -2.996 2.217  0.07
H: 2.676 -0.481 -2.197  0.06
C: -1.215 1.459 0.335  -0.29
C: 1.376 -1.094 -0.546  -0.37
C: 2.491 -0.264 -1.143  -0.10
H: -2.118 0.864 0.470  0.09
H: -1.628 3.367 -0.778  0.05
C: -1.194 2.358 1.603  -0.14
C: 1.580 -1.620 0.783  -0.14
H: -1.643 -2.576 -1.260  0.04
C: -1.285 2.338 -0.906  -0.14
C: -0.769 -2.234 -0.721  -0.19
C: 0.239 -1.401 -1.243  -0.17
H: -0.233 2.848 1.760  0.06
H: 0.048 -1.044 -2.257  0.09
H: -1.516 1.865 2.522  0.06
H: -0.369 0.776 0.317  0.08



The following is a DFT calculation (ωB97M-V/def2-TZVPD) of a 2-piece molecular cluster, C10H16 overall.

The calculation puts the total energy at -10629.434 eV. As for the HOMO-LUMO gap: 10.09 eV. The largest force on an atom comes out at 0.82 eV/A. Its structure (SMILES) is CCc1ccccc1.CC. The energy above the lowest of the compared OMol25 structures with the same formula, charge and spin comes out at 29.86 kJ/mol.

Each line ends with the Löwdin charge.
Atoms and positions in Å:
C: -0.811 1.165 -0.576  -0.24
H: 0.087 0.977 -2.505  0.11
C: -2.205 0.999 -1.112  -0.22
H: 0.356 -1.787 1.318  0.05
H: -2.720 -0.716 0.140  0.07
H: 0.543 -2.685 -0.229  0.06
H: 0.858 1.549 2.304  0.10
C: 0.979 -2.465 0.744  -0.17
C: -0.555 1.184 0.792  -0.05
C: 1.813 1.398 0.366  -0.10
H: 1.756 -4.532 1.008  0.06
H: 1.907 -3.485 2.407  0.06
H: -3.770 -0.514 -1.241  0.07
C: 1.568 1.282 -0.999  -0.09
C: 1.267 -3.719 1.552  -0.18
H: -2.945 1.698 -0.716  0.11
C: 0.751 1.321 1.253  -0.10
H: 1.883 -1.905 0.490  0.06
H: 0.374 -4.118 2.028  0.06
C: 0.270 1.172 -1.458  -0.05
H: 2.786 1.690 0.740  0.10
H: -2.176 1.164 -2.193  0.10
H: 2.402 1.342 -1.685  0.10
H: -1.386 1.095 1.488  0.12
C: -2.736 -0.413 -0.911  -0.11
H: -2.186 -1.143 -1.513  0.08



The following is a DFT calculation (ωB97M-V/def2-TZVPD) of a 2-piece molecular cluster, C10H16 overall.

The calculation puts the total energy at -10629.009 eV. As for the HOMO-LUMO gap: 10.03 eV. The largest force on an atom comes out at 2.15 eV/A. Its structure (SMILES) is Cc1ccccc1.CCC. The energy above the lowest of the compared OMol25 structures with the same formula, charge and spin comes out at 70.85 kJ/mol.

Each line ends with the Löwdin charge.
Atoms and positions in Å:
H: 0.080 -0.573 2.198  0.07
H: 1.455 1.686 -1.571  0.11
H: -3.694 -0.865 -0.782  0.07
H: 1.710 0.784 0.824  0.05
H: -0.303 1.061 2.410  0.07
C: 0.586 1.115 -1.266  -0.11
C: -1.769 0.677 -1.443  -0.06
C: -2.824 -1.503 -0.888  -0.04
H: 2.348 -1.387 1.603  0.06
C: 0.497 0.351 2.616  -0.12
H: 3.807 -0.226 1.731  0.07
H: -0.126 -2.187 -0.702  0.11
H: 2.843 -0.813 3.096  0.07
C: -1.572 -0.651 -1.088  -0.27
H: 2.224 1.571 2.275  0.10
H: -2.881 -2.210 -1.697  0.07
C: -0.284 -1.150 -0.876  -0.04
H: -2.756 1.121 -1.492  0.10
C: 1.794 0.637 1.902  -0.34
C: 2.807 -0.503 2.040  -0.12
H: -2.718 -2.100 0.017  0.07
C: -0.690 1.568 -1.564  -0.08
C: 0.747 -0.247 -1.044  -0.12
H: 0.701 0.205 3.676  0.07
H: 1.775 -0.543 -0.842  0.10
H: -0.966 2.599 -1.742  0.10



The following is a DFT calculation (ωB97M-V/def2-TZVPD) of a 2-piece molecular cluster, C10H16 overall.

The calculation puts the total energy at -10628.900 eV. As for the HOMO-LUMO gap: 9.96 eV. The largest force on an atom comes out at 2.57 eV/A. Its structure (SMILES) is CCc1ccccc1.CC. The energy above the lowest of the compared OMol25 structures with the same formula, charge and spin comes out at 81.39 kJ/mol.

Each line ends with the Löwdin charge.
Atoms and positions in Å:
C: 1.216 -0.382 -0.182  -0.22
H: -2.887 0.443 3.165  0.10
H: 1.951 0.558 -3.322  0.05
C: 0.028 -0.280 -3.894  -0.17
H: 3.103 -0.214 0.907  0.07
C: 1.102 0.819 -3.948  -0.16
H: 0.653 1.763 -3.654  0.06
H: 2.295 -1.707 1.192  0.08
H: -0.361 -0.285 -4.915  0.06
C: -0.732 0.542 2.955  -0.08
H: 1.501 0.548 -0.691  0.11
H: -0.543 0.946 3.941  0.10
H: 1.431 0.930 -4.978  0.06
H: -0.841 0.059 -3.330  0.05
H: -3.200 -0.546 1.002  0.10
C: -1.228 -0.287 0.312  -0.04
C: -2.032 0.331 2.508  -0.11
H: 0.326 -1.290 -3.635  0.06
H: -1.386 -0.581 -0.717  0.10
C: -2.281 0.014 1.178  -0.09
H: 3.077 -1.405 -0.403  0.07
C: 0.296 0.358 2.050  -0.05
H: 0.854 -1.065 -0.950  0.10
C: 0.076 -0.033 0.731  -0.24
H: 1.319 0.633 2.292  0.11
C: 2.493 -0.972 0.407  -0.11



The following is a DFT calculation (ωB97M-V/def2-TZVPD) of a 2-piece molecular cluster, C10H16 overall.

The calculation puts the total energy at -10628.944 eV. As for the HOMO-LUMO gap: 10.07 eV. The largest force on an atom comes out at 1.73 eV/A. Its structure (SMILES) is Cc1ccccc1.CCC. The energy above the lowest of the compared OMol25 structures with the same formula, charge and spin comes out at 77.15 kJ/mol.

Each line ends with the Löwdin charge.
Atoms and positions in Å:
H: 0.950 1.237 -1.790  0.05
H: -0.923 0.247 -0.991  0.08
H: 0.735 2.702 -1.026  0.07
H: -1.293 -0.628 3.079  0.10
C: 0.141 1.920 -1.518  -0.11
H: -0.317 2.357 -2.382  0.06
C: -0.585 -0.883 2.306  -0.11
C: -2.371 1.812 -0.962  -0.12
H: -0.202 -2.707 -0.482  0.11
C: 0.655 -0.284 2.369  -0.09
H: -2.317 2.886 -1.206  0.07
C: -0.005 -1.931 0.247  -0.07
H: 2.623 -0.265 1.596  0.11
H: -3.012 1.741 -0.091  0.06
C: 1.263 -1.320 0.285  -0.29
H: -2.820 1.446 -1.882  0.07
H: -1.875 -2.206 1.116  0.10
H: 3.226 -1.501 -0.435  0.07
C: 1.599 -0.550 1.367  -0.06
C: 2.242 -1.654 -0.824  -0.04
H: 2.062 -1.031 -1.704  0.07
C: -0.949 -1.655 1.216  -0.10
C: -0.953 1.284 -0.667  -0.31
H: 0.948 0.406 3.143  0.10
H: 2.103 -2.672 -1.185  0.08
H: -0.927 1.247 0.422  0.09



The following is a DFT calculation (ωB97M-V/def2-TZVPD) of a 2-piece molecular cluster, C10H16 overall.

The calculation puts the total energy at -10627.330 eV. As for the HOMO-LUMO gap: 9.94 eV. The largest force on an atom comes out at 4.56 eV/A. Its structure (SMILES) is Cc1ccccc1.CCC. The energy above the lowest of the compared OMol25 structures with the same formula, charge and spin comes out at 232.92 kJ/mol.

Each line ends with the Löwdin charge.
Atoms and positions in Å:
H: -5.015 -1.701 0.236  0.05
H: -4.102 -3.146 -1.202  0.07
C: 3.215 0.293 0.741  -0.30
H: 2.020 -1.177 -0.230  0.12
C: 3.401 1.637 1.005  -0.06
H: 1.358 0.519 -2.085  0.10
C: 2.287 -0.087 -0.297  -0.04
C: 3.769 -0.730 1.728  -0.08
C: 1.827 0.918 -1.183  -0.08
C: 2.058 2.301 -0.970  -0.10
H: 4.160 -1.668 1.171  0.10
C: 2.792 2.632 0.135  -0.09
H: 3.002 3.675 0.395  0.10
H: -3.270 -0.238 1.232  0.10
H: 2.912 -1.225 2.115  0.05
C: -3.723 -0.006 0.198  -0.10
H: -5.264 -0.562 -0.995  0.07
H: 4.158 2.005 1.817  0.14
H: 4.362 -0.394 2.613  0.09
H: -2.757 0.147 -0.249  0.05
C: -4.606 -1.124 -0.463  -0.29
H: -2.764 -2.037 -0.794  0.08
H: 1.612 2.979 -1.568  0.06
H: -4.071 0.962 0.259  0.02
H: -3.559 -1.890 -2.370  0.10
C: -3.803 -2.084 -1.238  -0.15



The lowest largest force on an atom belongs to which entry? number 5